Density functional theory data (ωB97M-V/def2-TZVPD) for a structure of composition C2H3MgO2Tl.

For the HOMO energy (spin up / spin down), the calculation gives -0.2433 / -0.2434 hartree. The calculation puts the molecular weight at 287.73 g/mol. For the LUMO energy (spin up / spin down), the calculation gives -0.88 / -0.88 eV. Its orbital gap (spin up / spin down) is 5.74 / 5.74 eV. Its multiplicity is 1. The relative energy (zero: lowest compared OMol25 entry of this formula, charge and spin) comes out at 0.00 kcal/mol.

Last column: Löwdin charge in e.
Positions of all 9 atoms, in Å:
H (1.41, -2.16, -1.48)  0.040
H (0.46, 1.37, -0.24)  0.102
O (-0.63, 0.41, 1.30)  -0.624
C (-0.46, 0.77, -0.02)  -0.501
C (-0.44, -0.50, -0.83)  -0.332
O (0.59, -0.79, -1.51)  -0.328
Tl (0.09, 1.91, 2.96)  0.885
Mg (0.29, -2.38, 0.25)  0.651
H (-1.31, 1.36, -0.43)  0.107